[1]
This record from the Open Molecules 2025 dataset describes a 7-piece molecular cluster, CH16NO6 overall. The level of theory is ωB97M-V/def2-TZVPD.

Geometry (Å):
C  0.996  2.186  -0.472
N  -0.021  1.538  0.040
H  1.479  2.824  0.152
H  1.339  2.027  -1.477
H  -0.615  0.777  -0.386
H  -0.178  1.641  1.103
H  2.834  0.058  0.771
H  2.058  -0.402  -0.524
O  2.213  -0.604  0.474
H  -1.663  -1.197  -1.563
H  -0.725  -2.034  -2.374
O  -0.733  -1.580  -1.484
H  -1.549  0.646  3.264
H  -1.031  -0.415  2.161
O  -1.634  0.370  2.340
H  2.357  -0.517  -2.551
H  0.904  -0.226  -2.308
O  1.735  0.076  -2.057
H  0.020  -2.285  2.099
H  0.935  -1.042  1.442
O  0.249  -1.327  2.022
H  -2.754  -0.400  0.463
H  -3.399  0.306  -0.654
O  -2.818  -0.419  -0.480

lowest unoccupied orbital energy (alpha / beta): -8.7 / -14.9 eV
calculated total energy: -553.077765 Ha
ΔE to the lowest compared entry with this formula, charge and spin: 177.1 kJ/mol
orbital gap (alpha / beta): 0.3956 / 0.1329 hartree
charge: +2
multiplicity: 2

[2]
This record from the Open Molecules 2025 dataset describes CH17NO6 as an isolated structure. The level of theory is ωB97M-V/def2-TZVPD.

Geometry (Å):
H  0.657  0.338  -0.423
O  0.168  1.431  -0.054
N  1.224  -0.684  -0.948
H  0.370  2.157  -0.657
H  2.209  -0.385  -1.293
H  0.841  -0.724  -1.930
C  1.109  -1.835  -0.131
H  1.832  -2.674  -0.454
H  1.572  -1.658  0.903
H  0.195  -2.287  -0.088
O  -2.263  0.855  0.242
H  -1.309  1.084  0.191
H  -2.672  1.440  0.913
O  -3.451  -1.297  -0.705
H  -2.543  -1.273  -0.397
H  -3.607  -0.334  -0.552
O  -1.470  -0.782  -2.289
H  -1.730  -0.165  -1.647
H  -2.331  -1.125  -2.626
O  1.623  3.087  1.919
H  0.933  2.490  1.554
H  2.347  2.635  1.501
O  1.952  -0.368  2.294
H  2.795  -0.374  2.649
H  1.548  0.448  2.026

lowest unoccupied orbital energy (alpha / beta): 3.4 / 3.2 eV
calculated total energy: -554.410321 Ha
ΔE to the lowest compared entry with this formula, charge and spin: 98.0 kJ/mol
orbital gap (alpha / beta): 0.1027 / 0.3549 hartree
charge: -1
multiplicity: 2

[3]
This record from the Open Molecules 2025 dataset describes CH18MnO11 as an isolated structure. The level of theory is ωB97M-V/def2-TZVPD.

Geometry (Å):
O  14.178  -3.316  32.701
H  14.669  -4.135  32.805
H  14.052  -3.097  33.627
H  14.870  -2.698  32.456
O  17.694  -3.415  34.227
H  17.091  -2.676  34.331
H  18.407  -3.021  33.719
H  17.270  -4.170  33.813
Mn  18.168  -5.068  31.798
C  16.301  -5.160  32.544
O  17.306  -5.038  33.247
O  16.603  -5.184  31.332
O  15.208  -5.018  32.990
O  17.839  -6.828  34.054
H  17.400  -6.012  33.816
H  18.151  -7.185  33.222
O  13.930  -6.371  33.533
H  14.465  -5.723  33.075
H  13.134  -5.898  33.775
O  15.011  -4.285  30.285
H  15.653  -4.716  30.849
H  14.495  -5.002  29.916
O  15.248  -7.134  30.855
H  16.003  -6.547  30.880
H  15.046  -7.305  31.775
O  15.507  -7.778  33.204
H  14.907  -7.125  33.564
H  15.467  -8.507  33.823
O  15.894  -4.665  35.147
H  15.055  -4.268  34.910
H  16.230  -5.023  34.325

lowest unoccupied orbital energy (alpha / beta): -10.5 / -11.4 eV
calculated total energy: -2026.055984 Ha
ΔE to the lowest compared entry with this formula, charge and spin: 2063.7 kJ/mol
orbital gap (alpha / beta): 0.2391 / 0.2035 hartree
charge: +2
multiplicity: 6

[4]
This record from the Open Molecules 2025 dataset describes a 8-piece molecular cluster, CH18N2O8 overall. The level of theory is ωB97M-V/def2-TZVPD.

Geometry (Å):
N  -15.296  -19.622  -3.138
C  -16.484  -19.298  -2.890
N  -17.246  -20.321  -3.183
O  -16.799  -18.129  -2.673
H  -15.028  -20.550  -3.434
H  -14.637  -18.861  -3.056
H  -18.230  -20.282  -3.406
H  -16.768  -21.199  -3.331
O  -10.477  -22.201  -5.967
H  -10.300  -22.130  -6.905
H  -9.996  -21.471  -5.576
O  -10.720  -25.606  -2.604
H  -10.779  -24.973  -3.319
H  -10.217  -25.156  -1.925
O  -15.509  -21.690  -7.827
H  -14.874  -21.414  -8.488
H  -15.021  -22.288  -7.261
O  -12.788  -20.220  -11.212
H  -13.201  -19.988  -12.043
H  -12.224  -20.964  -11.423
O  -7.096  -19.643  -4.146
H  -6.475  -19.875  -3.456
H  -6.669  -19.921  -4.956
O  -9.273  -23.889  -10.603
H  -8.924  -23.706  -11.475
H  -8.554  -24.320  -10.142
O  -5.154  -21.582  -7.996
H  -4.880  -22.350  -8.496
H  -4.908  -20.838  -8.546

lowest unoccupied orbital energy: 0.0 eV
calculated total energy: -760.300989 Ha
ΔE to the lowest compared entry with this formula, charge and spin: 290.1 kJ/mol
orbital gap: 0.3499 hartree
charge: 0
multiplicity: 1
SMILES: NC(N)=O.O.O.O.O.O.O.O

[5]
This record from the Open Molecules 2025 dataset describes a 9-piece molecular cluster, CH18O10 overall. The level of theory is ωB97M-V/def2-TZVPD.

Geometry (Å):
O  0.957  3.214  -0.286
C  0.035  2.782  -0.924
O  0.333  2.200  -2.102
H  -1.037  2.925  -0.744
H  -0.447  1.690  -2.407
O  -1.004  -2.112  0.243
H  -0.380  -1.918  -0.482
H  -0.987  -3.069  0.350
O  -2.781  -0.075  0.137
H  -2.873  -1.015  -0.067
H  -2.365  -0.169  1.016
O  2.172  1.624  1.208
H  2.304  2.336  0.559
H  1.365  1.872  1.664
O  3.033  -1.090  -0.308
H  2.633  -1.607  0.392
H  3.135  -0.182  -0.005
O  0.112  -0.943  -1.993
H  -0.306  -0.072  -1.935
H  1.066  -0.955  -1.911
O  1.727  -2.164  2.010
H  1.066  -1.579  1.641
H  2.388  -1.594  2.416
O  -1.328  -0.179  2.447
H  -1.518  -0.564  3.309
H  -0.783  -0.850  2.031
O  -1.998  0.835  -2.232
H  -2.223  0.589  -1.293
H  -2.296  0.070  -2.735

lowest unoccupied orbital energy: 0.1 eV
calculated total energy: -801.321587 Ha
ΔE to the lowest compared entry with this formula, charge and spin: 0.0 kJ/mol
orbital gap: 0.4052 hartree
charge: 0
multiplicity: 1
SMILES: O=CO.O.O.O.O.O.O.O.O

[6]
This record from the Open Molecules 2025 dataset describes a 8-piece molecular cluster, CH18O7 overall. The level of theory is ωB97M-V/def2-TZVPD.

Geometry (Å):
C  -3.484  -0.588  0.903
H  -3.565  -0.852  1.958
H  -4.143  0.232  0.653
H  -3.522  -1.519  0.348
H  -2.456  -0.228  0.764
O  1.572  1.153  -1.277
H  2.324  1.246  -1.885
H  1.323  0.228  -1.229
O  -0.472  2.076  -3.262
H  0.305  2.157  -2.666
H  -1.144  2.698  -2.948
O  0.230  2.758  0.778
H  1.097  3.122  0.903
H  0.240  1.847  0.469
O  0.672  -0.251  3.761
H  -0.021  -0.389  4.428
H  0.702  0.686  3.496
O  1.339  -3.147  -2.015
H  0.633  -3.821  -2.174
H  0.893  -2.310  -2.304
O  -0.117  -0.712  -2.116
H  -0.842  -0.855  -1.508
H  -0.321  0.062  -2.673
O  3.308  -1.118  2.409
H  2.752  -1.855  2.207
H  2.698  -0.619  2.980

lowest unoccupied orbital energy: 0.1 eV
calculated total energy: -575.553976 Ha
ΔE to the lowest compared entry with this formula, charge and spin: 130.2 kJ/mol
orbital gap: 0.4089 hartree
charge: 0
multiplicity: 1
SMILES: C.O.O.O.O.O.O.O

[7]
This record from the Open Molecules 2025 dataset describes a 7-piece molecular cluster, CH18O7 overall. The level of theory is ωB97M-V/def2-TZVPD.

Geometry (Å):
O  -7.205  -4.687  -19.605
H  -7.427  -5.619  -19.543
H  -6.300  -4.556  -19.312
H  -7.232  -4.448  -20.535
O  -9.814  -6.477  -21.174
H  -10.355  -7.202  -21.495
H  -9.078  -6.723  -20.609
H  -9.417  -6.120  -21.972
O  -5.797  -8.074  -21.145
H  -6.638  -8.098  -20.684
H  -5.329  -7.382  -20.673
H  -6.027  -7.625  -21.962
C  -8.218  -7.753  -18.310
O  -7.964  -7.275  -19.600
H  -8.815  -8.661  -18.215
H  -7.332  -8.079  -17.764
H  -8.723  -7.023  -17.677
O  -7.954  -10.505  -20.575
H  -8.445  -9.722  -20.325
H  -8.061  -10.562  -21.525
O  -8.523  -11.129  -17.977
H  -8.589  -10.780  -18.866
H  -9.080  -10.556  -17.452
O  -6.422  -9.929  -16.426
H  -6.479  -8.985  -16.569
H  -6.876  -10.314  -17.176

lowest unoccupied orbital energy: -9.2 eV
calculated total energy: -574.732018 Ha
ΔE to the lowest compared entry with this formula, charge and spin: 175.0 kJ/mol
orbital gap: 0.2415 hartree
charge: +2
multiplicity: 1

[8]
This record from the Open Molecules 2025 dataset describes a 9-piece molecular cluster, CH22O9 overall. The level of theory is ωB97M-V/def2-TZVPD.

Geometry (Å):
O  2.379  -2.317  -0.873
H  2.622  -2.914  -0.161
H  3.222  -2.066  -1.257
H  2.008  -1.526  -0.475
O  1.806  -0.324  3.120
H  2.368  -1.100  3.187
H  2.248  0.466  3.441
H  1.560  -0.197  2.200
O  3.153  1.358  -0.793
H  2.284  0.969  -0.670
H  3.626  1.333  0.042
H  3.689  0.817  -1.376
C  -0.112  -0.366  0.154
O  1.282  -0.254  0.388
H  -0.484  0.400  -0.526
H  -0.373  -1.281  -0.378
H  -0.639  -0.407  1.107
O  -3.778  0.514  -0.498
H  -3.552  1.163  0.169
H  -3.052  0.548  -1.121
O  -1.913  -2.601  -2.995
H  -1.882  -2.876  -2.078
H  -2.798  -2.824  -3.283
O  -2.199  2.107  -2.214
H  -1.403  2.094  -2.745
H  -2.530  3.001  -2.299
O  -0.262  3.221  -0.300
H  -0.647  3.504  0.529
H  -0.376  2.271  -0.306
O  -2.017  -1.290  3.345
H  -2.755  -0.829  2.945
H  -1.475  -0.596  3.721

lowest unoccupied orbital energy (alpha / beta): -10.7 / -16.2 eV
calculated total energy: -727.055572 Ha
ΔE to the lowest compared entry with this formula, charge and spin: 121.0 kJ/mol
orbital gap (alpha / beta): 0.3253 / 0.1204 hartree
charge: +3
multiplicity: 2